# 1
19
Properties=species:S:1:pos:R:3:lowdin_charge:R:1 method="wB97M-V/def2-TZVPD" smiles="C=C(C)S(=O)(=O)c1cnc[nH]1" e_lumo_ev=0.3 spin_multiplicity=1 energy_ha=-891.5229 gap_ev=9.93 charge=0
C -1.451 0.345 1.350 0.017
C -1.062 0.782 0.178 -0.415
C -1.412 0.308 -1.145 -0.072
S 0.429 1.877 0.361 0.698
O 0.618 2.319 1.682 -0.278
O 0.662 2.877 -0.652 -0.301
C 1.670 0.677 0.017 -0.342
C 2.773 0.653 -0.769 -0.036
N 3.390 -0.613 -0.534 0.081
C 2.591 -1.235 0.265 -0.199
N 1.526 -0.512 0.645 0.113
H -2.014 -0.565 1.482 0.082
H -1.046 0.821 2.260 0.082
H -2.073 -0.576 -1.257 0.107
H -0.647 0.409 -1.855 0.065
H -2.102 1.141 -1.486 0.119
H 3.216 1.351 -1.364 0.085
H 2.815 -2.205 0.540 0.104
H 0.840 -0.798 1.200 0.089

---

# 2
14
Properties=species:S:1:pos:R:3:lowdin_charge:R:1 method="wB97M-V/def2-TZVPD" e_lumo_ev=-10.0 spin_multiplicity=1 energy_ha=-211.6864 gap_ev=5.70 charge=+1
C -2.191 0.563 0.602 -0.066
N -1.631 -0.624 0.052 0.220
C 3.118 -0.267 0.119 0.039
H -2.324 1.383 -0.122 0.139
H -1.489 0.929 1.350 0.111
H -3.178 0.362 1.028 0.128
H 2.106 -0.205 -0.373 0.015
H -0.640 -0.469 -0.389 0.005
H 3.133 0.317 1.039 0.043
H 3.240 -1.310 0.396 0.051
H 3.861 0.209 -0.514 0.049
H -2.240 -1.074 -0.642 0.149
H 0.584 0.816 -1.394 0.104
O 0.438 0.212 -0.637 0.012

---

# 3
31
Properties=species:S:1:pos:R:3:lowdin_charge:R:1 method="wB97M-V/def2-TZVPD" e_lumo_ev=2.3 spin_multiplicity=1 energy_ha=-1552.3558 gap_ev=10.97 charge=-1
P 0.233 -0.561 -0.064 0.148
F -1.199 -1.341 -0.195 -0.184
F 0.947 -2.007 0.214 -0.206
F 0.530 -0.645 -1.713 -0.208
F 1.706 0.056 0.191 -0.195
F -0.379 0.931 -0.164 -0.174
F 0.034 -0.469 1.499 -0.179
O -3.281 0.537 4.722 -0.055
H -2.653 -0.103 4.387 0.031
H -2.745 1.183 5.182 0.023
O 6.523 4.130 1.526 -0.057
H 6.344 5.053 1.706 0.025
H 5.667 3.758 1.314 0.032
O -5.259 0.276 -2.451 -0.059
H -4.700 -0.209 -1.844 0.032
H -5.409 1.116 -2.019 0.027
O 1.912 3.997 3.961 -0.057
H 1.192 4.130 4.577 0.023
H 1.802 3.097 3.655 0.033
O -0.507 -4.822 4.020 -0.056
H -0.151 -4.237 3.351 0.033
H -0.576 -4.276 4.804 0.023
O -3.696 -3.214 -5.016 -0.053
H -3.756 -2.347 -4.614 0.028
H -3.734 -3.044 -5.958 0.024
O -0.553 4.080 -3.937 -0.059
H -0.227 3.756 -3.098 0.031
H -0.352 3.380 -4.559 0.027
O 4.051 -4.425 -3.310 -0.058
H 4.409 -3.648 -3.739 0.026
H 3.828 -4.131 -2.427 0.032

---

# 4
37
Properties=species:S:1:pos:R:3:lowdin_charge:R:1 method="wB97M-V/def2-TZVPD" smiles="O=c1[nH]c(-c2c(F)cccc2Cl)nc2c1oc1ccc(C3CC3)cc12" e_lumo_ev=0.0 spin_multiplicity=1 energy_ha=-1551.1954 gap_ev=8.30 charge=0
O 4.158 -1.324 -1.630 0.048
C 3.148 -0.727 -1.201 -0.368
N 2.640 0.299 -1.940 0.200
C 1.312 0.644 -1.862 -0.261
C 0.846 1.410 -3.022 -0.152
C 0.873 0.690 -4.199 -0.222
F 1.445 -0.485 -4.340 0.131
C 0.236 1.330 -5.297 -0.008
C -0.327 2.565 -5.290 -0.086
C -0.423 3.180 -4.071 -0.109
C 0.151 2.591 -2.952 -0.646
Cl 0.014 3.338 -1.458 0.784
N 0.504 0.311 -0.849 0.198
C 1.108 -0.543 0.077 -0.134
C 2.356 -1.131 -0.065 -0.076
O 2.557 -1.799 1.099 0.096
C 1.434 -1.743 1.959 -0.132
C 1.143 -2.244 3.241 0.032
C -0.039 -1.803 3.868 -0.048
C -0.807 -0.888 3.234 -0.189
C -2.052 -0.553 4.068 -0.232
C -3.157 -1.526 3.762 -0.116
C -3.379 -0.076 3.425 -0.060
C -0.613 -0.420 1.918 0.084
C 0.537 -0.914 1.318 -0.120
H 3.054 0.475 -2.864 0.178
H 0.089 0.732 -6.193 0.120
H -0.726 3.143 -6.148 0.132
H -0.983 4.152 -3.972 0.129
H 1.862 -2.916 3.834 0.142
H -0.261 -2.174 4.851 0.122
H -1.924 -0.335 5.070 0.107
H -2.900 -2.272 3.036 0.111
H -3.458 -1.776 4.730 0.083
H -3.298 0.155 2.374 0.095
H -3.948 0.405 4.138 0.072
H -1.168 0.226 1.349 0.093

---

# 5
8
Properties=species:S:1:pos:R:3:lowdin_charge:R:1 method="wB97M-V/def2-TZVPD" e_lumo_ev=-1.4 spin_multiplicity=1 energy_ha=-697.2769 gap_ev=8.76 charge=0
C 1.349 0.483 0.154 -0.511
N -0.100 -0.625 -0.385 0.092
N -1.245 -0.039 0.017 -0.546
O -1.255 1.186 -0.051 -0.005
O -2.206 -0.668 0.276 0.093
S 2.742 -0.148 0.005 0.808
H 0.689 1.335 0.120 0.026
H 0.025 -1.523 -0.136 0.042

---

# 6
72
Properties=species:S:1:pos:R:3:lowdin_charge:R:1 method="wB97M-V/def2-TZVPD" e_lumo_ev="-9.0 / -9.0" spin_multiplicity=1 energy_ha=-2210.2063 gap_ev="5.21 / 5.21" charge=+2
Pd 0.030 1.069 0.682 0.574
C -3.700 -1.863 -3.352 -0.104
C -3.168 -3.236 -3.749 -0.244
C -2.492 -4.009 -2.615 -0.186
C -1.265 -3.313 -2.009 -0.151
N -1.669 -2.341 -1.009 0.040
C -1.274 -2.096 0.221 -0.695
S -1.969 -0.661 0.960 0.839
N -0.472 -2.800 1.008 0.040
C 0.048 -4.154 0.878 -0.151
C -1.034 -5.243 0.823 -0.185
C -1.713 -5.543 2.160 -0.241
C -2.687 -4.463 2.616 -0.097
H -4.354 -1.489 -4.137 0.084
H -2.894 -1.138 -3.243 0.045
H -4.286 -1.921 -2.435 0.080
H -2.472 -3.128 -4.583 0.116
H -4.002 -3.847 -4.101 0.115
H -2.164 -4.970 -3.010 0.121
H -3.220 -4.212 -1.825 0.116
H -0.725 -2.775 -2.795 0.134
H -0.597 -4.048 -1.570 0.097
H -2.332 -1.669 -1.392 0.078
H -0.342 -2.377 1.923 0.094
H 0.678 -4.328 1.751 0.134
H 0.688 -4.218 -0.008 0.119
H -0.541 -6.152 0.476 0.125
H -1.802 -4.982 0.094 0.095
H -0.958 -5.720 2.929 0.113
H -2.271 -6.473 2.034 0.116
H -2.172 -3.550 2.909 0.052
H -3.249 -4.816 3.476 0.081
H -3.397 -4.230 1.825 0.077
N -1.120 6.575 0.758 0.218
C -1.785 6.137 1.838 -0.456
N -2.486 6.994 2.574 0.207
N -1.773 4.889 2.239 0.154
C -1.304 3.803 1.826 -0.320
N -0.982 2.692 1.660 0.053
H -1.201 7.532 0.457 0.128
H -0.588 5.943 0.186 0.094
H -2.566 7.971 2.345 0.131
H -2.979 6.649 3.381 0.134
O 0.160 -0.380 3.003 -0.137
H -0.560 0.057 3.482 0.056
H 0.907 -0.414 3.610 0.066
N -0.719 0.120 -2.268 0.052
C -0.526 0.740 -1.317 -0.304
C 5.497 -0.599 -1.442 -0.045
C 4.193 -0.478 -1.897 -0.056
C 3.256 0.184 -1.122 -0.112
C 3.619 0.703 0.114 -0.321
C 4.926 0.585 0.564 -0.102
C 5.861 -0.083 -0.209 -0.052
Si 2.330 1.592 1.242 0.868
C 2.143 3.328 0.367 -0.324
C 1.563 3.440 -0.893 -0.121
C 1.429 4.683 -1.492 -0.062
C 1.905 5.812 -0.844 -0.077
C 2.497 5.702 0.405 -0.060
C 2.603 4.464 1.018 -0.099
H 6.237 -1.082 -2.063 0.119
H 3.898 -0.887 -2.852 0.115
H 2.236 0.274 -1.481 0.069
H 5.222 0.998 1.516 0.101
H 6.872 -0.183 0.158 0.119
H 3.017 1.873 2.542 0.010
H 1.240 2.559 -1.443 0.063
H 0.970 4.757 -2.467 0.119
H 1.837 6.775 -1.329 0.118
H 2.891 6.574 0.905 0.118
H 3.057 4.392 1.995 0.102

---

# 7
21
Properties=species:S:1:pos:R:3:lowdin_charge:R:1 method="wB97M-V/def2-TZVPD" e_lumo_ev=-3.1 spin_multiplicity=1 energy_ha=-328.6503 gap_ev=12.17 charge=+1
C -0.754 -1.129 1.753 -0.033
C -0.521 -0.313 0.501 -0.304
N 0.936 -0.520 0.108 0.078
C 1.036 -0.714 -1.438 -0.083
C -0.287 -0.122 -1.897 -0.143
C -1.270 -0.640 -0.838 -0.096
H -1.854 -1.033 1.825 0.105
H -0.321 -0.765 2.687 0.094
H -0.513 -2.199 1.677 0.096
H -0.638 0.752 0.699 0.124
H 1.449 -1.317 0.501 0.172
H 1.671 0.153 0.342 0.172
H 1.937 -0.230 -1.827 0.135
H 1.118 -1.800 -1.540 0.134
H -0.192 0.945 -1.764 0.117
H -0.317 -0.318 -2.955 0.126
H -1.422 -1.722 -0.805 0.127
H -2.212 -0.079 -0.774 0.134
H 0.985 2.991 0.473 0.026
H 0.353 3.493 1.867 0.060
O 0.547 2.757 1.277 -0.041

---

# 8
103
Properties=species:S:1:pos:R:3:lowdin_charge:R:1 method="wB97M-V/def2-TZVPD" e_lumo_ev="-2.6 / -3.3" spin_multiplicity=1 energy_ha=-3562.1995 gap_ev="5.23 / 4.53" charge=0
La 0.587 1.029 19.838 1.426
C -4.585 3.125 17.917 -0.056
C -3.255 2.326 17.839 -0.380
C -2.948 2.306 16.345 -0.102
C -3.462 0.922 18.356 -0.141
C -4.455 0.112 17.787 -0.051
C -5.055 -0.966 18.472 -0.069
C -4.473 -1.394 19.663 -0.049
C -3.382 -0.717 20.238 -0.165
C -2.883 -1.124 21.618 -0.375
C -2.738 -2.635 21.779 -0.089
C -3.787 -0.608 22.725 -0.054
C -2.907 0.461 19.613 -0.236
N -1.978 1.250 20.273 -0.084
C -2.455 2.057 21.263 -0.454
O -3.617 2.467 21.499 0.014
C -1.408 2.425 22.338 -0.200
C -1.828 3.152 23.475 0.047
C -0.826 3.304 24.503 -0.038
C 0.395 2.745 24.352 -0.005
C 0.715 2.022 23.195 -0.181
N -0.166 2.008 22.172 0.014
C 1.965 1.267 23.157 -0.504
O 2.766 1.276 24.122 -0.004
N 2.069 0.501 22.044 -0.036
C 3.081 -0.496 21.997 -0.210
C 2.770 -1.740 22.680 -0.126
C 3.747 -2.724 22.736 -0.037
C 4.911 -2.589 21.993 -0.102
C 5.160 -1.474 21.274 -0.060
C 4.280 -0.372 21.226 -0.135
C 4.582 1.026 20.667 -0.358
C 5.763 1.111 19.676 -0.078
C 4.968 2.020 21.798 -0.043
C 1.455 -1.967 23.446 -0.381
C 1.816 -1.558 24.886 -0.052
C 0.928 -3.352 23.396 -0.078
H -5.268 2.733 17.191 0.053
H -4.386 4.198 17.721 0.093
H -5.100 3.033 18.884 0.089
H -2.421 2.782 18.441 0.129
H -3.952 2.076 15.843 0.092
H -2.598 3.326 16.061 0.095
H -2.181 1.582 15.997 0.069
H -4.983 0.542 16.899 0.111
H -5.973 -1.417 18.065 0.105
H -4.757 -2.315 20.104 0.085
H -1.848 -0.634 21.757 0.138
H -3.671 -3.219 21.523 0.081
H -1.926 -3.162 21.212 0.073
H -2.608 -2.925 22.836 0.077
H -4.671 -1.229 22.814 0.082
H -3.241 -0.706 23.666 0.084
H -4.103 0.436 22.617 0.074
H -2.835 3.615 23.593 0.129
H -1.037 3.969 25.338 0.110
H 1.126 2.733 25.199 0.140
H 3.520 -3.624 23.266 0.095
H 5.522 -3.452 21.980 0.090
H 6.148 -1.423 20.726 0.123
H 3.661 1.454 20.151 0.082
H 6.659 1.376 20.171 0.052
H 6.003 0.163 19.201 0.066
H 5.606 1.972 19.010 0.079
H 5.981 1.797 22.098 0.077
H 4.856 2.994 21.285 0.088
H 4.267 2.019 22.663 0.067
H 0.728 -1.218 23.149 0.114
H 2.390 -2.395 25.260 0.074
H 2.414 -0.628 24.909 0.070
H 0.949 -1.464 25.550 0.082
H 1.658 -4.128 23.571 0.067
H 0.030 -3.492 23.970 0.074
H 0.537 -3.489 22.368 0.080
C 3.248 1.928 16.599 -0.209
Si 1.470 2.124 16.035 0.374
C 1.537 0.960 14.501 -0.174
C 1.207 3.906 15.521 -0.192
C 0.210 1.549 17.259 -0.317
H 4.016 2.219 15.886 0.040
H 3.388 0.944 16.983 0.017
H 3.523 2.679 17.352 0.003
H 2.596 0.970 14.090 0.052
H 0.818 1.302 13.722 0.033
H 1.274 -0.035 14.790 -0.009
H 2.143 4.121 15.012 0.030
H 1.058 4.562 16.370 -0.025
H 0.401 4.177 14.811 0.039
H -0.160 0.474 17.236 0.002
H -0.685 2.157 17.184 -0.035
I 1.331 4.000 19.398 0.108
I 1.422 8.233 13.569 0.001
S 1.603 -1.698 19.098 0.561
C 0.476 -2.512 18.108 -1.085
N 0.948 -3.252 17.080 -0.060
C -0.056 -3.906 16.265 -0.206
C -1.476 -3.369 16.652 -0.375
S -1.206 -2.260 18.047 0.993
H 1.906 -3.469 16.909 0.138
H -0.023 -5.007 16.325 0.123
H 0.228 -3.642 15.226 0.126
H -2.188 -4.191 16.948 0.099
H -1.938 -2.813 15.818 0.085

---

# 9
39
Properties=species:S:1:pos:R:3:lowdin_charge:R:1 method="wB97M-V/def2-TZVPD" smiles="CC(=O)c1ccc(NC(=S)NCCCn2ccnc2)cc1" e_lumo_ev=0.1 spin_multiplicity=1 energy_ha=-1274.8675 gap_ev=8.30 charge=0
C -4.387 -1.094 0.782 -0.019
C -3.454 -1.493 -0.327 -0.423
O -3.849 -1.785 -1.436 0.077
C -2.002 -1.464 -0.012 -0.174
C -1.100 -1.531 -1.074 0.001
C 0.259 -1.434 -0.866 -0.026
C 0.749 -1.272 0.430 -0.249
N 2.113 -1.149 0.695 0.051
C 3.120 -0.683 -0.094 -0.909
S 4.664 -1.206 0.188 0.603
N 2.888 0.226 -1.074 -0.010
C 1.840 1.227 -1.082 -0.188
C 1.847 2.101 0.179 -0.144
C 0.733 3.153 0.142 -0.140
N -0.575 2.555 0.129 -0.088
C -1.353 2.311 -0.969 -0.069
C -2.483 1.703 -0.507 -0.144
N -2.412 1.563 0.843 0.065
C -1.264 2.077 1.190 -0.170
C -0.143 -1.265 1.502 -0.015
C -1.501 -1.349 1.284 -0.031
H -5.403 -1.041 0.399 0.086
H -4.080 -0.125 1.172 0.061
H -4.350 -1.827 1.585 0.086
H -1.495 -1.654 -2.072 0.123
H 0.950 -1.508 -1.693 0.123
H 2.451 -1.642 1.513 0.125
H 3.754 0.504 -1.517 0.109
H 0.865 0.743 -1.178 0.085
H 2.002 1.849 -1.965 0.131
H 1.709 1.467 1.057 0.110
H 2.810 2.606 0.273 0.122
H 0.815 3.796 1.023 0.129
H 0.837 3.774 -0.752 0.130
H -1.052 2.597 -1.955 0.118
H -3.335 1.359 -1.057 0.105
H -0.898 2.132 2.196 0.130
H 0.242 -1.177 2.508 0.116
H -2.169 -1.317 2.129 0.113

---

# 10
50
Properties=species:S:1:pos:R:3:mulliken_spin:R:1 method="wB97M-V/def2-TZVPD" s2=24.784 e_lumo_ev="-14.7 / -17.0" spin_multiplicity=10 energy_ha=-3292.5853 gap_ev="7.43 / 4.83" charge=+4
I 1.459 -3.722 -0.295 0.953
I 1.608 3.546 -0.267 1.301
Ru 0.015 1.419 0.013 1.168
Ho 0.221 -1.263 -0.019 4.215
S 1.257 0.077 -1.699 0.263
C -1.510 -1.941 -1.283 0.024
C -1.146 -1.998 1.524 -0.041
C 0.697 -0.011 -3.423 0.007
C 1.538 1.086 -4.043 0.013
C -0.798 0.257 -3.641 0.004
C 1.092 -1.395 -3.947 0.006
C -0.808 1.978 1.581 -0.075
C -1.378 2.026 -0.987 0.025
O -1.746 -2.517 2.380 0.009
O -2.339 -2.360 -2.011 0.006
O -1.338 2.396 2.496 0.056
O -2.208 2.523 -1.581 0.013
H 1.296 1.173 -5.105 0.002
H 2.608 0.861 -3.942 -0.002
H 1.347 2.054 -3.556 0.000
H -1.155 -0.364 -4.472 0.000
H -0.955 1.317 -3.914 0.000
H -1.414 0.026 -2.766 0.008
H 0.867 -1.445 -5.020 0.002
H 0.549 -2.208 -3.439 0.001
H 2.169 -1.570 -3.804 0.000
C -0.721 -1.672 5.966 0.009
C -0.541 -1.124 4.540 -0.014
C 0.615 -0.185 4.258 0.036
C 0.630 0.922 5.426 -0.013
C -0.659 1.703 5.624 0.010
C 1.949 -1.031 4.192 0.047
O 2.423 -1.529 5.193 0.702
N 2.573 -1.187 2.945 0.061
C 2.195 -0.786 1.668 0.011
O 2.888 -1.057 0.660 0.033
N 0.965 -0.090 1.722 -0.002
C 0.826 0.538 2.878 0.035
O 1.204 1.701 2.954 0.063
H 0.157 -2.246 6.261 0.021
H -1.578 -2.345 5.975 0.002
H -0.917 -0.902 6.695 0.000
H -0.388 -2.029 3.917 0.003
H -1.465 -0.626 4.236 0.026
H 0.843 0.398 6.370 0.000
H 1.462 1.621 5.293 0.007
H -1.535 1.085 5.823 0.001
H -0.568 2.382 6.475 0.000
H -0.910 2.350 4.765 -0.001
H 3.434 -1.759 2.976 0.005

---

# 11
18
Properties=species:S:1:pos:R:3:lowdin_charge:R:1 method="wB97M-V/def2-TZVPD" e_lumo_ev=-9.1 spin_multiplicity=1 energy_ha=-3216.8698 gap_ev=1.96 charge=+1
Pb 1.556 2.931 -6.487 1.211
Br 0.661 1.515 -1.448 -0.212
C 2.301 -5.167 -3.312 -0.835
O 2.674 -6.150 -3.910 0.062
N 1.076 -4.772 -3.191 0.143
N 2.945 -4.326 -2.641 0.154
H 0.884 -3.834 -2.869 0.105
H 0.407 -5.274 -3.757 0.123
H 3.888 -4.548 -2.354 0.133
H 2.570 -3.418 -2.407 0.115
C -2.601 4.458 4.452 -0.806
O -3.141 4.724 5.555 0.012
N -3.120 4.234 3.362 0.156
N -1.358 4.096 4.309 0.144
H -2.673 3.903 2.519 0.123
H -4.064 3.904 3.500 0.139
H -1.018 3.957 5.250 0.124
H -0.986 3.767 3.429 0.110

---

# 12
54
Properties=species:S:1:pos:R:3:lowdin_charge:R:1 method="wB97M-V/def2-TZVPD" e_lumo_ev=-3.2 spin_multiplicity=1 energy_ha=-1855.8517 gap_ev=8.47 charge=+1
N -0.488 -4.352 1.980 0.030
C -0.307 -2.998 1.468 -0.226
C 0.947 -2.883 0.566 -0.377
O 1.330 -4.126 0.033 -0.004
C 2.140 -2.274 1.307 -0.091
N 3.052 -1.599 0.372 0.128
C 2.816 -0.385 -0.066 -0.302
N 3.592 0.291 -0.958 0.256
C 2.986 1.439 -1.121 -0.198
C 3.553 2.465 -2.073 -0.373
F 2.787 3.580 -1.981 0.144
F 4.798 2.770 -1.708 0.188
C 3.555 1.979 -3.563 -0.370
F 4.681 1.314 -3.804 0.192
F 3.525 3.084 -4.323 0.178
C 2.322 1.134 -3.972 -0.542
F 1.226 1.678 -3.428 0.180
F 2.218 1.144 -5.302 0.203
F 2.427 -0.126 -3.552 0.183
N 1.877 1.563 -0.397 0.179
N 1.761 0.386 0.279 0.187
H -1.461 -4.616 1.900 0.057
H -0.288 -4.371 2.970 0.071
H -0.275 -2.264 2.274 0.105
H -1.181 -2.770 0.875 0.077
H 0.686 -2.238 -0.275 0.135
H 1.391 -4.044 -0.917 0.096
H 1.822 -1.578 2.074 0.118
H 2.698 -3.104 1.717 0.143
H 3.863 -2.059 -0.002 0.172
H 1.257 2.360 -0.344 0.179
H 1.008 0.187 0.918 0.184
N -3.443 -3.404 0.414 0.037
C -3.767 -4.219 -0.591 -0.147
C -5.058 -4.376 -1.066 -0.063
C -6.074 -3.652 -0.464 -0.068
C -5.757 -2.803 0.584 -0.066
C -4.433 -2.715 0.982 -0.150
H -2.943 -4.771 -1.031 0.107
H -5.262 -5.051 -1.885 0.106
H -7.096 -3.749 -0.804 0.111
H -6.519 -2.222 1.084 0.105
H -4.143 -2.062 1.798 0.104
N -0.796 3.828 1.905 0.036
C -1.794 4.705 1.994 -0.148
C -1.615 6.079 1.926 -0.055
C -0.332 6.571 1.755 -0.063
C 0.720 5.674 1.660 -0.068
C 0.429 4.324 1.744 -0.194
H -2.782 4.280 2.128 0.107
H -2.463 6.744 2.004 0.109
H -0.153 7.637 1.697 0.113
H 1.739 6.013 1.528 0.105
H 1.222 3.580 1.687 0.082